No. 1
A 2-piece molecular cluster, CH3FO4S overall in a non-equilibrium geometry. Source: the OMol25 dataset; level of theory: the ωB97M-V functional and the def2-TZVPD basis.

Geometry as XYZ:
```
10
Properties=species:S:1:pos:R:3:nbo_charge:R:1
S 2.856 0.085 -0.307 1.78
F 2.707 -1.275 0.797 -0.57
O 3.198 1.337 0.345 -0.86
O -1.356 -0.807 -1.348 -0.44
O -1.404 -0.312 -0.112 -0.09
O 1.311 0.224 -0.519 -0.93
C -2.415 0.241 0.411 0.17
H 0.656 -0.518 -0.680 0.55
H -2.260 0.487 1.503 0.19
H -3.293 0.537 -0.090 0.18
```

Results
Relative energy (zero: lowest compared OMol25 entry of this formula, charge and spin): 38.6 kcal/mol
Charge: 0
E: -22822.559 eV
Orbital gap (alpha / beta): 9.3 / 9.3 eV

No. 2
A 11-piece molecular cluster, C19H60O19 overall in a non-equilibrium geometry. Source: the OMol25 dataset; level of theory: the ωB97M-V functional and the def2-TZVPD basis.

Geometry as XYZ:
```
98
Properties=species:S:1:pos:R:3:lowdin_charge:R:1
O 22.618 -15.084 28.703 -0.10
O 20.261 -13.539 23.552 -0.06
O 17.851 -11.642 26.682 -0.09
O 21.943 -17.698 31.244 -0.13
O 18.588 -16.692 30.898 -0.09
O 24.875 -15.119 32.926 -0.09
O 24.500 -17.683 28.785 -0.06
O 20.994 -12.101 34.298 -0.05
O 23.459 -10.930 30.071 -0.06
O 20.552 -15.529 32.709 -0.08
O 17.709 -17.587 25.531 -0.08
O 22.537 -10.880 27.189 -0.07
O 15.437 -12.481 28.073 -0.03
O 20.122 -18.841 24.252 -0.13
O 26.925 -13.981 31.513 -0.09
O 17.505 -12.528 24.133 -0.08
O 18.631 -16.538 27.919 -0.08
O 22.946 -20.106 28.809 -0.05
O 16.103 -17.947 29.708 -0.08
C 20.572 -14.140 32.847 -0.22
C 21.006 -19.248 25.284 -0.14
C 21.443 -18.820 32.006 -0.12
C 17.744 -12.766 27.576 -0.22
C 17.677 -17.448 31.670 -0.18
C 22.695 -11.904 29.411 -0.25
C 19.328 -14.210 24.405 -0.21
C 17.398 -18.311 26.691 -0.21
C 18.491 -17.976 27.761 -0.20
C 16.311 -13.364 27.522 -0.27
C 17.881 -13.898 24.002 -0.21
C 16.259 -17.228 30.916 -0.20
C 21.351 -15.486 28.441 -0.20
C 24.488 -18.708 27.805 -0.25
C 24.224 -20.092 28.257 -0.27
C 25.623 -14.030 30.845 -0.17
C 21.723 -11.319 28.270 -0.20
C 21.187 -13.499 34.125 -0.24
C 24.672 -15.165 31.472 -0.17
H 20.752 -13.993 34.994 0.11
H 24.946 -16.123 31.029 0.10
H 22.965 -15.923 29.014 0.05
H 21.181 -12.163 27.844 0.09
H 25.380 -18.565 27.196 0.13
H 18.213 -18.494 28.680 0.09
H 15.365 -11.636 27.622 0.10
H 16.140 -16.195 30.589 0.12
H 25.312 -17.496 29.262 0.09
H 18.592 -17.009 29.992 0.04
H 21.012 -10.634 28.731 0.12
H 24.450 -20.839 27.497 0.13
H 17.923 -18.500 31.812 0.11
H 22.679 -11.675 26.669 0.08
H 17.769 -11.814 25.741 0.02
H 17.542 -19.322 26.309 0.12
H 16.349 -14.372 27.934 0.11
H 19.882 -15.769 32.064 0.04
H 25.832 -14.164 29.783 0.11
H 22.227 -13.727 34.360 0.11
H 21.047 -13.679 31.981 0.11
H 21.587 -16.912 31.666 0.02
H 20.687 -15.713 29.275 0.06
H 15.532 -17.458 31.696 0.11
H 17.644 -17.057 32.688 0.12
H 16.174 -13.448 26.444 0.10
H 26.895 -14.088 32.467 0.06
H 22.017 -12.316 30.159 0.10
H 21.824 -18.858 33.027 0.08
H 21.850 -11.837 34.644 0.08
H 19.565 -15.266 24.275 0.13
H 20.825 -14.751 27.831 0.07
H 25.116 -13.068 30.920 0.09
H 22.826 -19.231 29.185 0.06
H 18.504 -17.980 25.162 0.04
H 20.358 -18.834 32.114 0.06
H 20.832 -20.311 25.448 0.09
H 21.994 -19.129 24.840 0.08
H 18.548 -13.441 27.281 0.08
H 21.826 -19.678 31.454 0.07
H 20.975 -18.727 26.241 0.06
H 21.454 -16.441 27.926 0.08
H 17.985 -12.515 28.609 0.12
H 19.398 -13.850 25.431 0.09
H 23.310 -12.704 29.001 0.09
H 20.044 -12.604 23.565 0.07
H 17.744 -14.056 22.932 0.12
H 23.700 -18.465 27.092 0.12
H 19.455 -18.464 27.622 0.10
H 20.254 -19.417 23.495 0.09
H 15.183 -17.816 29.468 0.10
H 17.792 -16.224 28.264 0.07
H 17.245 -14.566 24.583 0.11
H 23.642 -14.820 31.384 0.10
H 16.404 -18.209 27.126 0.11
H 19.525 -13.847 32.931 0.12
H 24.597 -15.996 33.202 0.08
H 24.972 -20.262 29.032 0.12
H 24.134 -10.668 29.440 0.08
H 17.477 -12.119 23.265 0.10
```

Results
Relative energy (zero: lowest compared OMol25 entry of this formula, charge and spin): 107.3 kcal/mol
Charge: 0
SMILES: OCCO.OCCO.OCCO.OCCO.OCCO.OCCO.OCCO.OCCO.CO.CO.CO
E: -59570.241 eV
Orbital gap: 9.5 eV